68
Properties=species:S:1:pos:R:3 method="wB97M-V/def2-TZVPD" gap_ev=5.23 total_energy_ha=-4752.1410 charge=-2 de_lowest_kcal_mol=206.0
C 2.01 2.80 3.84
C 2.14 1.37 3.81
C 1.15 0.60 3.33
C -0.11 1.13 2.86
C -1.12 0.29 2.39
C -0.69 -0.97 1.72
C -1.60 -2.03 1.20
C -2.60 -1.77 0.27
C -3.32 -2.79 -0.30
C -3.02 -4.10 0.01
C -2.02 -4.38 0.91
C -1.32 -3.36 1.50
O 0.50 -1.13 1.49
C -2.59 0.60 2.50
C -3.16 1.69 3.34
C -2.46 2.79 3.81
C -3.04 3.74 4.60
C -4.36 3.60 4.97
C -5.10 2.53 4.50
C -4.50 1.60 3.67
O -3.41 -0.10 1.95
C -0.25 2.63 2.83
C 0.91 3.39 3.38
H 2.83 3.39 4.21
H 3.04 0.91 4.18
H 1.27 -0.47 3.34
H -2.86 -0.74 0.07
H -4.12 -2.56 -0.98
H -3.57 -4.90 -0.47
H -1.78 -5.40 1.13
H -0.52 -3.57 2.18
H -1.32 2.83 3.40
H -2.48 4.62 4.88
H -4.81 4.32 5.64
H -6.12 2.40 4.81
H -5.08 0.79 3.26
H -0.44 2.95 1.80
H 0.87 4.47 3.36
O -0.39 0.37 -5.04
C 0.15 -0.52 -4.58
Co 1.10 -1.84 -3.84
C -0.16 -3.07 -3.30
O -0.95 -3.81 -2.95
C 2.45 -2.21 -5.37
O 2.95 -2.93 -6.16
C 2.53 -0.75 -2.75
C 2.69 0.41 -3.67
C 2.96 0.14 -5.00
C 3.03 1.13 -5.94
C 2.83 2.44 -5.56
C 2.54 2.73 -4.24
C 2.47 1.73 -3.30
C 1.28 -1.01 -2.03
C 0.76 0.04 -1.17
Co 2.80 -2.28 -1.39
C 3.94 -3.00 -2.58
O 4.64 -3.41 -3.38
C 3.79 -1.58 -0.05
O 4.43 -1.14 0.79
C 1.73 -3.64 -0.83
O 1.06 -4.49 -0.49
H 2.82 -1.04 -5.30
H 3.18 0.88 -6.98
H 2.89 3.23 -6.29
H 2.39 3.75 -3.95
H 2.25 1.96 -2.28
H 0.56 -0.18 -0.14
H 0.31 0.91 -1.61